DFT (ωB97M-V with the def2-TZVPD basis set) results for a cluster of 12 separate species, C6H32O11 in total.

relative energy (zero: lowest compared OMol25 entry of this formula, charge and spin)	4.2737	eV
structure (SMILES)	C=C/C(C)=C/C.O.O.O.O.O.O.O.O.O.O.O
total energy	-1075.3046	hartree
HOMO	-8.37	eV
net charge	0
LUMO level	-0.013	eV

Structure (XYZ):
```
49
C6H32O11 | OMol25 | ωB97M-V with the def2-TZVPD basis set
C 1.351 0.147 -0.467
C 0.651 0.763 0.490
C -0.839 0.557 0.726
C -1.593 1.691 1.205
C -1.398 -0.660 0.403
C -2.760 -1.208 0.401
H 1.030 -0.686 -1.067
H 2.481 0.187 -0.416
H 1.108 1.483 1.126
H -1.907 2.347 0.479
H -0.943 2.381 1.692
H -2.423 1.378 1.934
H -0.744 -1.486 -0.086
H -2.919 -1.675 -0.722
H -3.479 -0.284 0.745
H -2.975 -2.082 0.962
O 1.237 -1.364 4.125
H 1.461 -0.429 4.294
H 1.453 -1.592 3.223
O 1.797 3.826 0.943
H 1.258 4.600 1.242
H 1.645 3.801 -0.039
O 1.342 -2.500 -2.062
H 1.374 -2.993 -1.250
H 2.267 -2.343 -2.413
O 1.138 -2.521 1.653
H 0.455 -3.189 1.807
H 1.925 -3.055 1.540
O -2.550 0.691 -3.272
H -2.181 1.219 -2.518
H -3.405 0.286 -3.112
O -1.232 -1.024 4.055
H -0.276 -1.247 3.753
H -1.353 -0.449 3.253
O -0.398 2.108 -1.780
H -0.377 1.256 -2.143
H 0.282 2.751 -2.211
O -0.987 -3.912 2.665
H -0.695 -3.124 3.186
H -1.785 -3.435 2.409
O -0.102 0.197 -3.731
H -0.195 -0.651 -3.374
H -1.069 0.392 -3.783
O 2.624 0.558 -2.859
H 2.099 0.820 -3.589
H 2.388 -0.277 -2.631
O 2.074 3.199 -1.492
H 2.236 2.208 -1.338
H 2.909 3.341 -1.956
```

Mulliken population analysis, charges in e, atoms 1 to 5: atom 1 (C): -1.05, atom 2 (C): -0.23, atom 3 (C): 0.86, atom 4 (C): -1.91, atom 5 (C): 0.72

---

DFT (ωB97M-V with the def2-TZVPD basis set) results for a structure of composition C24H64Be2N5O13.

total energy	-2233.7866	hartree
HOMO	-10.78	eV
net charge	+1
LUMO level	-5.142	eV

Structure (XYZ):
```
108
C24H64Be2N5O13 | OMol25 | ωB97M-V with the def2-TZVPD basis set
Be -2.366 -0.260 2.538
Be -2.389 2.013 -1.513
C -0.729 0.266 0.177
O -0.197 1.107 -0.620
O -1.960 0.077 -0.128
O -0.265 -0.209 1.208
O -5.243 2.786 2.013
C -4.225 2.370 1.255
O -3.356 1.583 1.680
O -4.305 2.543 -0.012
H -5.597 3.402 1.351
C 4.972 2.149 -2.541
C 3.965 2.474 -1.410
C 3.514 3.974 -1.261
O 4.450 4.707 -0.515
C 5.474 5.388 -1.178
N 2.794 1.646 -1.784
H 5.067 1.079 -2.724
H 5.998 2.459 -2.337
H 4.620 2.639 -3.450
H 4.220 2.173 -0.391
H 2.578 3.993 -0.698
H 3.225 4.352 -2.245
H 5.323 5.498 -2.253
H 6.390 4.849 -0.930
H 5.543 6.389 -0.749
H 3.104 0.694 -1.937
H 2.084 1.579 -1.063
C 4.931 -0.474 1.766
C 3.536 -0.524 1.170
C 3.154 -1.752 0.366
O 3.827 -1.983 -0.803
C 3.202 -2.861 -1.717
N 2.673 -0.469 2.352
H 5.566 -0.481 0.876
H 5.108 -1.385 2.341
H 5.253 0.330 2.427
H 3.382 0.424 0.646
H 2.059 -1.734 0.293
H 3.344 -2.633 0.994
H 3.111 -3.918 -1.453
H 3.707 -2.810 -2.680
H 2.180 -2.508 -1.884
H 1.735 -0.472 1.964
H 2.851 0.406 2.825
C -6.290 -2.194 1.276
C -5.369 -1.099 1.803
C -5.272 -1.305 3.324
O -4.213 -0.494 3.820
C -4.686 0.660 4.571
N -4.026 -1.265 1.159
H -6.336 -2.335 0.196
H -7.323 -2.001 1.572
H -6.063 -3.178 1.692
H -5.873 -0.165 1.551
H -4.917 -2.306 3.575
H -6.240 -1.149 3.799
H -5.370 1.268 3.981
H -3.821 1.311 4.705
H -5.025 0.341 5.555
H -3.964 -0.637 0.367
H -4.136 -2.205 0.800
C -0.987 1.350 -5.520
C -0.262 1.377 -4.151
C 0.245 2.687 -3.507
O -0.739 3.723 -3.415
C -0.488 4.833 -4.219
N -1.092 0.577 -3.298
H -1.899 1.947 -5.460
H -1.254 0.322 -5.755
H -0.392 1.855 -6.281
H 0.639 0.762 -4.262
H 1.078 3.105 -4.070
H 0.520 2.463 -2.477
H -1.264 5.592 -4.118
H -0.585 4.572 -5.278
H 0.511 5.236 -4.048
H -0.527 0.341 -2.487
H -1.341 -0.256 -3.814
C -1.443 -4.498 3.921
C -0.549 -3.626 3.051
C 0.377 -4.466 2.129
O -0.418 -4.957 1.038
C 0.344 -5.852 0.245
N -1.392 -2.699 2.331
H -2.095 -5.161 3.347
H -2.087 -3.943 4.603
H -0.837 -5.212 4.481
H 0.064 -3.052 3.750
H 0.858 -5.182 2.798
H 1.168 -3.828 1.727
H 0.270 -6.849 0.687
H 1.394 -5.614 0.075
H -0.198 -5.978 -0.693
H -0.719 -2.191 1.760
H -1.767 -3.402 1.696
C 1.917 3.548 2.400
O 0.728 2.806 2.597
H 2.616 3.331 1.590
H 1.637 4.590 2.226
H 2.482 3.509 3.333
H 0.705 2.217 1.834
C -1.294 -2.961 -2.260
O -2.337 -2.003 -1.981
H -0.309 -2.507 -2.124
H -1.259 -3.832 -1.602
H -1.348 -3.327 -3.284
H -2.055 -1.465 -1.227
```

Mulliken population analysis, charges in e, atoms 1 to 5: atom 1 (Be): 1.04, atom 2 (Be): 1.03, atom 3 (C): 0.54, atom 4 (O): -0.35, atom 5 (O): -0.50

---

DFT (ωB97M-V with the def2-TZVPD basis set) results for a cluster of 2 separate species, C24H29F4OSi in total.

relative energy (zero: lowest compared OMol25 entry of this formula, charge and spin)	0.3859	eV
total energy	-1695.8603	hartree
HOMO	-10.64	eV
net charge	+1
LUMO level	-6.891	eV

Structure (XYZ):
```
59
C24H29F4OSi | OMol25 | ωB97M-V with the def2-TZVPD basis set
C 1.257 -0.389 -3.648
Si 0.020 -1.464 -2.760
C -1.316 -0.458 -1.934
C -0.632 -2.872 -3.795
O 0.935 -2.250 -1.561
C 0.716 -2.125 -0.212
C 1.370 -1.171 0.490
C 1.283 -1.011 1.970
C 1.958 -2.056 2.882
C 1.298 -3.432 2.971
C 1.476 -4.359 1.759
C 0.287 -4.415 0.808
C -0.304 -3.070 0.382
H 0.777 0.214 -4.432
H 1.756 0.302 -2.955
H 2.037 -1.007 -4.117
H -1.892 0.102 -2.689
H -2.023 -1.092 -1.375
H -0.907 0.276 -1.222
H -1.271 -2.495 -4.605
H 0.195 -3.439 -4.245
H -1.224 -3.576 -3.195
H 1.976 -0.427 -0.037
H 1.773 -0.047 2.187
H 0.228 -0.902 2.280
H 3.012 -2.158 2.589
H 1.939 -1.628 3.896
H 1.759 -3.934 3.833
H 0.233 -3.316 3.211
H 2.397 -4.117 1.216
H 1.612 -5.380 2.142
H 0.577 -4.980 -0.089
H -0.528 -4.978 1.283
H -0.783 -2.565 1.231
H -1.088 -3.262 -0.366
F 0.209 3.936 4.387
C -0.739 3.327 3.590
C -1.869 2.809 4.229
C -2.813 2.217 3.388
F -3.944 1.679 3.966
C -2.681 2.167 2.015
C -1.511 2.685 1.368
C -1.432 2.561 -0.049
C -0.621 3.227 -1.016
C -0.973 3.080 -2.399
C -0.129 3.529 -3.393
F -0.432 3.226 -4.705
C 1.026 4.274 -3.143
C 1.317 4.484 -1.795
F 2.462 5.200 -1.505
C 0.528 4.034 -0.745
C -0.533 3.288 2.218
H -2.005 2.859 5.303
H -3.467 1.738 1.392
H -2.218 1.936 -0.482
H -1.904 2.571 -2.649
H 1.651 4.652 -3.944
H 0.795 4.298 0.269
H 0.380 3.703 1.810
```

Mulliken population analysis, charges in e, atoms 1 to 5: atom 1 (C): -0.98, atom 2 (Si): 0.03, atom 3 (C): -0.53, atom 4 (C): -1.01, atom 5 (O): -0.53

---

DFT (ωB97M-V with the def2-TZVPD basis set) results for an isolated molecule of C14H21N3O2S.

relative energy (zero: lowest compared OMol25 entry of this formula, charge and spin)	2.1935	eV
structure (SMILES)	CCCCNC(=S)N/N=C/c1cccc(OCC)c1O
total energy	-1258.9842	hartree
HOMO	-7.98	eV
net charge	0
LUMO level	0.054	eV

Structure (XYZ):
```
41
C14H21N3O2S | OMol25 | ωB97M-V with the def2-TZVPD basis set
C 2.310 2.697 -2.101
C 2.437 1.575 -1.078
C 2.629 2.131 0.331
C 2.791 1.042 1.398
N 3.915 0.176 1.132
C 3.965 -1.022 0.534
S 5.442 -1.715 0.213
N 2.878 -1.763 0.198
N 1.570 -1.448 0.249
C 0.731 -2.353 -0.108
C -0.699 -2.182 -0.131
C -1.498 -3.286 -0.466
C -2.865 -3.173 -0.500
C -3.481 -1.960 -0.205
C -2.723 -0.849 0.125
O -3.214 0.378 0.429
C -4.613 0.571 0.439
C -4.874 2.014 0.839
C -1.315 -0.957 0.161
O -0.610 0.144 0.474
H 3.202 3.320 -2.101
H 2.178 2.289 -3.100
H 1.452 3.324 -1.871
H 3.289 0.944 -1.343
H 1.538 0.958 -1.111
H 3.514 2.772 0.342
H 1.767 2.743 0.600
H 2.964 1.516 2.369
H 1.893 0.433 1.471
H 4.830 0.591 1.246
H 3.131 -2.683 -0.170
H 1.095 -3.338 -0.419
H -1.022 -4.228 -0.692
H -3.475 -4.025 -0.757
H -4.556 -1.898 -0.239
H -5.030 0.371 -0.558
H -5.084 -0.114 1.160
H -4.405 2.686 0.126
H -4.453 2.206 1.822
H -5.943 2.205 0.863
H 0.337 -0.091 0.429
```

Mulliken population analysis, charges in e, atoms 1 to 5: atom 1 (C): -1.53, atom 2 (C): 0.31, atom 3 (C): -0.60, atom 4 (C): -0.49, atom 5 (N): -0.17

---

DFT (ωB97M-V with the def2-TZVPD basis set) results for a structure of composition C32H26AuF6N2O3.

relative energy (zero: lowest compared OMol25 entry of this formula, charge and spin)	1.0159	eV
total energy	-2305.2128	hartree
HOMO	-3.66	eV
net charge	-1
LUMO level	1.434	eV

Structure (XYZ):
```
70
C32H26AuF6N2O3 | OMol25 | ωB97M-V with the def2-TZVPD basis set
Au -1.727 0.084 -0.235
O 4.177 -0.001 3.901
C 4.185 1.155 3.206
O 5.122 1.903 3.286
C 3.000 1.408 2.324
C 3.171 2.295 1.263
C 2.139 2.514 0.370
C 0.920 1.866 0.557
C 0.729 1.010 1.634
C 1.773 0.781 2.513
N -0.147 1.912 -0.395
C -0.195 2.818 -1.285
C -1.188 2.727 -2.392
C -1.201 3.684 -3.398
C -2.109 3.522 -4.437
C -2.946 2.419 -4.422
C -2.853 1.516 -3.367
N -1.994 1.665 -2.375
H 3.466 -0.569 3.578
H 4.133 2.768 1.129
H 2.320 3.144 -0.490
H -0.224 0.508 1.739
H 1.593 0.107 3.342
H 0.486 3.672 -1.325
H -0.523 4.526 -3.369
H -2.158 4.245 -5.241
H -3.670 2.253 -5.207
H -3.491 0.642 -3.311
C 4.889 -2.224 1.207
C 4.012 -2.395 2.270
C 2.648 -2.452 2.047
C 2.084 -2.345 0.762
C 2.993 -2.192 -0.298
C 4.358 -2.129 -0.072
C 0.634 -2.368 0.672
C -0.219 -2.265 -0.382
C 0.246 -2.373 -1.792
C 0.472 -3.628 -2.350
C 0.906 -3.754 -3.660
C 1.119 -2.624 -4.437
C 0.888 -1.368 -3.892
C 0.453 -1.244 -2.581
H 5.957 -2.169 1.371
H 4.393 -2.485 3.280
H 1.977 -2.596 2.888
H 2.637 -2.107 -1.313
H 5.018 -1.999 -0.923
H 0.150 -2.363 1.648
H 0.318 -4.507 -1.736
H 1.082 -4.739 -4.075
H 1.461 -2.723 -5.459
H 1.054 -0.480 -4.489
H 0.272 -0.272 -2.143
C -1.654 -2.065 -0.226
H -2.245 -2.457 -1.050
H -2.026 -2.407 0.738
C -2.896 0.105 3.079
C -3.813 0.973 2.192
O -3.267 1.348 1.030
C -5.111 0.159 1.925
F -5.829 -0.127 3.048
F -5.957 0.775 1.087
F -4.811 -1.029 1.369
C -4.176 2.242 3.008
F -5.104 3.010 2.412
F -3.087 3.014 3.181
F -4.644 1.980 4.258
H -2.516 -0.701 2.453
H -3.391 -0.309 3.959
H -2.059 0.722 3.404
```

Mulliken population analysis, charges in e, atoms 1 to 5: atom 1 (Au): 1.69, atom 2 (O): -0.55, atom 3 (C): 0.46, atom 4 (O): -0.60, atom 5 (C): 0.47

---

DFT (ωB97M-V with the def2-TZVPD basis set) results for a cluster of 12 separate species, CH24ClN2O15 in total.

relative energy (zero: lowest compared OMol25 entry of this formula, charge and spin)	1.2686	eV
total energy	-1750.6281	hartree
HOMO	-6.69	eV
net charge	-1
LUMO level	2.411	eV

Structure (XYZ):
```
43
CH24ClN2O15 | OMol25 | ωB97M-V with the def2-TZVPD basis set
Cl -0.141 0.668 0.527
O -1.412 0.979 -0.060
O 0.674 1.900 0.415
O -0.458 0.415 1.916
O 0.460 -0.473 -0.051
O 1.616 -2.194 -2.244
H 1.875 -3.105 -2.380
H 0.773 -2.248 -1.793
O 2.125 0.693 -2.715
H 2.531 1.522 -2.968
H 1.265 0.941 -2.376
O 2.527 0.083 2.740
H 1.699 0.507 2.516
H 2.686 -0.528 2.021
O -0.488 3.195 3.410
H -0.713 3.156 4.339
H -0.722 2.331 3.070
O -2.173 3.885 -0.229
H -2.493 3.408 -0.995
H -2.148 3.231 0.469
O -4.181 -0.227 1.243
H -3.244 -0.131 1.075
H -4.304 0.124 2.125
O 3.620 -0.778 -0.894
H 3.310 -1.285 -0.143
H 4.087 -0.038 -0.508
O -0.716 -1.926 3.715
H 0.029 -2.508 3.568
H -0.854 -1.494 2.872
O 2.563 -2.440 1.153
H 1.680 -2.810 1.157
H 3.036 -2.940 1.818
O 4.110 1.564 0.393
H 4.817 2.178 0.593
H 3.310 2.037 0.621
C -3.349 -0.866 -2.582
O -3.986 -0.721 -1.543
N -3.801 -1.475 -3.638
N -2.166 -0.431 -2.790
H -4.751 -1.789 -3.774
H -3.173 -1.875 -4.319
H -1.674 -0.013 -2.013
H -1.845 -0.524 -3.742
```

Mulliken population analysis, charges in e, atoms 1 to 5: atom 1 (Cl): 1.30, atom 2 (O): -0.51, atom 3 (O): -0.57, atom 4 (O): -0.68, atom 5 (O): -0.39

---

DFT (ωB97M-V with the def2-TZVPD basis set) results for a cluster of 2 separate species, C4H9N2O in total.

relative energy (zero: lowest compared OMol25 entry of this formula, charge and spin)	0.3946	eV
total energy	-342.3428	hartree
HOMO	-13.94	eV
net charge	+1
LUMO level	-2.964	eV

Structure (XYZ):
```
16
C4H9N2O | OMol25 | ωB97M-V with the def2-TZVPD basis set
C -2.253 -0.830 0.106
C -1.010 -0.053 0.152
C -0.581 1.121 -0.387
N 0.672 1.385 0.121
C 1.054 0.386 0.909
N 0.073 -0.522 0.890
H -2.345 -1.414 -0.826
H -3.158 -0.226 0.216
H -2.415 -1.553 0.924
H -1.101 1.773 -1.061
H 1.159 2.259 0.008
H 1.989 0.352 1.449
H 0.092 -1.271 1.561
H 2.554 -1.238 -1.503
H 2.579 0.268 -1.595
O 2.689 -0.438 -0.963
```

Mulliken population analysis, charges in e, atoms 1 to 5: atom 1 (C): -1.15, atom 2 (C): 0.68, atom 3 (C): -0.60, atom 4 (N): 0.00, atom 5 (C): -0.15

---

DFT (ωB97M-V with the def2-TZVPD basis set) results for a cluster of 2 separate species, CH4BClS in total.

relative energy (zero: lowest compared OMol25 entry of this formula, charge and spin)	4.3681	eV
total energy	-923.5694	hartree
HOMO (alpha / beta)	-8.60 / -8.04	eV
net charge	0
LUMO level (alpha / beta)	-0.539 / -1.764	eV

Structure (XYZ):
```
8
CH4BClS | OMol25 | ωB97M-V with the def2-TZVPD basis set
B -0.045 0.369 0.031
C -1.520 -0.325 0.231
S 3.063 0.581 0.975
Cl 3.749 -0.408 -0.625
H -2.298 0.296 0.499
H 0.337 1.144 -0.890
H -1.521 -1.302 0.652
H -1.766 -0.355 -0.874
```

Mulliken population analysis, charges in e, atoms 1 to 5: atom 1 (B): 0.15, atom 2 (C): -0.86, atom 3 (S): -0.13, atom 4 (Cl): -0.12, atom 5 (H): 0.36

---

DFT (ωB97M-V with the def2-TZVPD basis set) results for the ion C3H14B2N3O with charge -1.

relative energy (zero: lowest compared OMol25 entry of this formula, charge and spin)	0.2554	eV
total energy	-411.9482	hartree
HOMO	-3.40	eV
net charge	-1
LUMO level	3.603	eV

Structure (XYZ):
```
23
C3H14B2N3O | OMol25 | ωB97M-V with the def2-TZVPD basis set
C 2.645 -0.282 0.847
B 1.851 -0.523 -0.565
O 1.978 -1.838 -1.153
B 0.933 0.725 -1.206
C -0.698 0.482 -1.192
C -1.361 0.170 0.182
N -1.540 -1.262 0.403
N -0.679 0.779 1.307
N -2.780 0.700 0.114
H 1.922 -0.471 1.652
H 2.863 0.785 0.911
H 3.562 -0.881 0.954
H 1.707 -2.452 -0.482
H 1.257 1.800 -0.730
H 1.246 0.796 -2.391
H -1.024 -0.275 -1.919
H -1.167 1.419 -1.535
H -0.644 -1.722 0.417
H -2.072 -1.602 -0.378
H -0.761 1.777 1.301
H -1.030 0.376 2.161
H -2.857 1.501 0.721
H -3.351 -0.002 0.577
```

Mulliken population analysis, charges in e, atoms 1 to 5: atom 1 (C): -1.02, atom 2 (B): -0.72, atom 3 (O): -0.68, atom 4 (B): 1.39, atom 5 (C): -1.15

---

DFT (ωB97M-V with the def2-TZVPD basis set) results for a cluster of 2 separate species, C3H7N2 in total.

relative energy (zero: lowest compared OMol25 entry of this formula, charge and spin)	3.4514	eV
total energy	-227.6275	hartree
HOMO (alpha / beta)	-13.09 / -13.76	eV
net charge	+1
LUMO level (alpha / beta)	-4.732 / -4.903	eV

Structure (XYZ):
```
12
C3H7N2 | OMol25 | ωB97M-V with the def2-TZVPD basis set
C -1.011 0.955 -0.066
C 0.000 -1.078 -0.133
C 1.033 -0.027 -0.175
N -1.242 -0.340 0.019
N 0.279 1.241 -0.157
H -1.770 1.749 -0.087
H -0.134 -1.755 -1.013
H 0.418 -1.716 0.775
H 1.860 -0.237 1.659
H 1.991 -0.115 -0.667
H -2.164 -0.696 0.370
H 0.739 2.020 -0.527
```

Mulliken population analysis, charges in e, atoms 1 to 5: atom 1 (C): -0.02, atom 2 (C): -0.04, atom 3 (C): -0.86, atom 4 (N): -0.11, atom 5 (N): 0.00